# C4H4N2OS

A single C4H4N2OS molecule in a non-equilibrium geometry (the ωB97M-V functional and the def2-TZVPD basis, the Open Molecules 2025 dataset).

Element x y z (Å)
C: 1.526 -0.390 0.168
C: 0.921 1.699 -0.157
C: 0.225 -0.464 -0.097
C: -0.276 1.000 -0.371
N: -0.706 -1.458 0.085
N: -2.045 -0.850 -0.082
O: 1.945 0.894 0.136
S: -1.957 0.878 0.057
H: 2.206 -1.265 0.551
H: 1.144 2.759 -0.338
H: -0.615 -1.730 1.035
H: -2.369 -1.072 -0.988

Forces on atoms 1 to 3 (eV/Å):
C -0.068 -3.643 0.956
C 1.140 4.110 0.473
C 0.474 2.514 -1.063

The value obtained for the HOMO energy (spin up / spin down) is -0.1818 / -0.3127 Ha. Its total charge is 0. The calculation puts the energy relative to the best compared isomer or geometry (same formula, charge and spin) at 175.9 kJ/mol. The orbital gap (spin up / spin down) is 5.722 / 6.675 eV. The calculation puts the total energy at -20068.835 eV. Its spin multiplicity is 3.

---

# C4H4N2OS3

A single C4H4N2OS3 molecule in a non-equilibrium geometry (the ωB97M-V functional and the def2-TZVPD basis, the Open Molecules 2025 dataset).

Element x y z (Å)
C: 2.738 -0.145 0.191
C: 1.150 -0.507 -0.061
O: 0.775 -1.611 -0.196
N: 0.296 0.517 -0.207
C: -1.062 0.518 -0.159
N: -1.679 -0.577 -0.052
C: -3.035 -0.521 -0.111
S: -4.100 -1.766 0.074
S: -3.535 1.202 -0.075
S: -1.706 2.083 0.044
H: 3.155 -1.256 -0.126
H: 3.032 0.080 1.292
H: 3.095 0.550 -0.665
H: 0.875 1.435 0.050

Forces on atoms 1 to 3 (eV/Å):
C -0.435 -2.762 -1.469
C 2.951 -0.188 0.457
O 0.067 -2.653 -0.060

The value obtained for the HOMO energy is -0.3176 Ha. Its total charge is 0. The calculation puts the energy relative to the best compared isomer or geometry (same formula, charge and spin) at 132.0 kJ/mol. The orbital gap is 7.948 eV. The calculation puts the total energy at -41744.737 eV. Its SMILES is CC(=O)Nc1nc(=S)ss1.

---

# C4H4N2S3

A single C4H4N2S3 molecule in a non-equilibrium geometry (the ωB97M-V functional and the def2-TZVPD basis, the Open Molecules 2025 dataset).

Element x y z (Å)
S: 1.366 1.406 2.111
C: 1.269 1.419 0.507
N: 0.233 1.485 -0.316
C: -0.343 0.677 -1.081
C: -0.011 -0.796 -1.139
N: 0.155 -1.354 0.143
C: -0.687 -1.235 1.055
S: -2.165 -0.472 1.310
S: -1.010 -1.649 2.627
H: 2.109 1.689 0.033
H: -1.072 0.995 -1.768
H: -0.726 -1.385 -1.717
H: 0.883 -0.781 -1.767

Forces on atoms 1 to 3 (eV/Å):
S -0.386 -0.366 0.976
C -1.799 0.064 1.867
N -1.306 0.116 -0.975

The value obtained for the HOMO energy is -0.3114 Ha. Its total charge is 0. The calculation puts the energy relative to the best compared isomer or geometry (same formula, charge and spin) at 241.5 kJ/mol. The orbital gap is 7.688 eV. The calculation puts the total energy at -39695.546 eV. Its SMILES is S=C/N=C\CN=C1SS1.

---

# C4H4N2Se2

A single C4H4N2Se2 molecule in a non-equilibrium geometry (the ωB97M-V functional and the def2-TZVPD basis, the Open Molecules 2025 dataset).

Element x y z (Å)
Se: 0.821 -2.695 -0.030
C: 0.030 -0.987 -0.124
N: -1.194 -0.710 0.051
C: -1.670 0.566 -0.139
C: -0.948 1.714 -0.086
N: 0.439 1.699 -0.021
C: 1.070 0.601 -0.171
Se: 2.960 0.584 -0.216
H: -0.387 -3.460 0.621
H: -2.666 0.723 -0.261
H: -1.550 2.577 -0.103
H: 3.094 -0.612 0.480

Forces on atoms 1 to 3 (eV/Å):
Se -0.882 -0.826 0.707
C 1.490 4.279 0.424
N -0.145 -0.763 -0.923

The value obtained for the HOMO energy is -0.3162 Ha. Its total charge is 0. The calculation puts the energy relative to the best compared isomer or geometry (same formula, charge and spin) at 119.8 kJ/mol. The orbital gap is 8.775 eV. The calculation puts the total energy at -137882.144 eV. Its SMILES is [SeH]c1nccnc1[SeH].